Formula: C29H42Cl3NO6Pt
Source: the Open Molecules 2025 dataset
Level of theory: wB97M-V/def2-TZVPD

Geometry as XYZ:
```
82
C29H42Cl3NO6Pt | the Open Molecules 2025 dataset | wB97M-V/def2-TZVPD
Pt -0.06724 0.28405 -0.00834
C 4.70113 1.67905 4.88940
C 5.34974 1.62199 3.50638
C 6.43124 0.53123 3.51970
C 5.99757 2.98621 3.22245
C 4.34089 1.31641 2.40581
C 3.01209 1.07806 2.68002
C 2.11585 0.86135 1.62854
N 0.76638 0.66365 1.70298
C -0.14093 0.80698 2.72412
C 0.07888 1.28775 4.00648
C -0.96640 1.35061 4.91650
C -2.24912 0.89635 4.53797
C -2.54844 0.43472 3.27856
C -1.48331 0.42648 2.33076
O -1.69456 0.07418 1.09977
C -3.94546 -0.03658 2.88714
C -4.51240 0.85371 1.76811
C -4.90984 0.03155 4.07240
C -3.88103 -1.50010 2.41705
C -0.69465 1.92993 6.30266
C -0.25747 3.39471 6.14823
C 0.43052 1.12990 6.97653
C -1.92515 1.88892 7.20991
C 2.61020 0.79303 0.27185
O 1.77621 0.52508 -0.68556
C 3.99508 1.00066 -0.01086
C 4.79869 1.27815 1.06085
C 4.51983 0.90177 -1.44018
C 3.83845 1.95709 -2.32694
C 6.02972 1.13926 -1.49191
C 4.24637 -0.50630 -1.99688
H 5.45745 1.94348 5.62959
H 4.27909 0.71495 5.18141
H 3.91396 2.43499 4.93490
H 7.17127 0.75071 4.29184
H 6.95175 0.46559 2.56397
H 5.99360 -0.44563 3.73357
H 6.70083 3.23298 4.01996
H 5.24208 3.77272 3.17572
H 6.54548 2.99023 2.28028
H 2.67425 1.02576 3.69846
H 1.05240 1.64237 4.29706
H -3.03683 0.92624 5.27148
H -4.60648 1.88675 2.10994
H -5.50712 0.49515 1.49630
H -3.89202 0.84036 0.87586
H -5.04105 1.05320 4.43501
H -4.58441 -0.59785 4.90349
H -5.88624 -0.32978 3.74778
H -3.24478 -1.61915 1.54303
H -4.88518 -1.83878 2.15522
H -3.50180 -2.14437 3.21366
H 0.64639 3.48553 5.54440
H -0.05238 3.82415 7.13074
H -1.04023 3.98692 5.67113
H 1.37328 1.21714 6.43433
H 0.17350 0.07120 7.04088
H 0.59430 1.50471 7.98867
H -2.75660 2.45983 6.79370
H -1.67232 2.33071 8.17460
H -2.26242 0.86643 7.39069
H 5.84862 1.45546 0.88442
H 4.03749 2.96286 -1.94949
H 2.76207 1.81293 -2.38665
H 4.24444 1.89109 -3.33845
H 6.29753 2.14324 -1.15512
H 6.36311 1.04001 -2.52537
H 6.58089 0.40903 -0.89500
H 3.18184 -0.70733 -2.08662
H 4.69511 -1.26995 -1.35682
H 4.69245 -0.59085 -2.98961
Cl -0.21967 -4.32523 2.53679
C 1.03357 -4.27840 1.28464
Cl 1.04860 -2.73465 0.42933
H 0.83083 -5.06438 0.56764
H 1.99583 -4.41335 1.76304
O 0.25443 1.29908 -3.30836
Cl -1.02780 1.21085 -2.67974
O -1.02737 -0.07625 -1.83318
O -2.08778 1.07576 -3.61917
O -1.24867 2.30759 -1.77583
```

Properties
highest occupied orbital energy (spin up / spin down)	-7.736 / -8.673	eV
HOMO-LUMO gap (spin up / spin down)	7.9 / 5.7	eV
<S²>	2.026
multiplicity	3



Formula: C18H18N4O
Source: the Open Molecules 2025 dataset
Level of theory: wB97M-V/def2-TZVPD

Geometry as XYZ:
```
41
C18H18N4O | the Open Molecules 2025 dataset | wB97M-V/def2-TZVPD
C 0.48084 -0.03834 -1.25807
N 0.03512 -0.85954 -2.15783
N 0.67691 -1.20257 -3.27802
C -0.05529 -1.77645 -4.41492
C 0.40788 -3.27242 -4.62587
O 1.89130 -3.35643 -4.62470
C 2.47212 -2.78863 -3.43842
C 2.18384 -1.33606 -3.39168
C -0.09835 0.41143 -0.01077
N 0.40653 1.27492 0.81618
C -0.39234 1.37918 1.83554
C 0.01873 2.35124 2.84775
C 1.42813 2.63115 2.89104
C 1.97760 3.57108 3.69644
C 1.09703 4.14031 4.66245
C -0.27724 3.82770 4.75868
C -0.81765 2.94978 3.72328
N -1.44400 0.46094 1.73299
C -2.41866 0.09150 2.71101
C -3.33528 -0.91074 2.24423
C -3.20423 -1.63176 0.98150
C -2.25996 -1.14130 0.02032
C -1.32887 -0.11922 0.47705
H 1.42508 0.41956 -1.51357
H 0.30215 -1.20108 -5.27219
H -1.15531 -1.79326 -4.15600
H -0.01747 -3.77647 -5.48498
H 0.01484 -3.72357 -3.72601
H 3.59476 -2.96666 -3.39940
H 2.04598 -3.26268 -2.61972
H 2.51975 -0.91420 -4.35098
H 2.70415 -0.86065 -2.54846
H 2.12513 2.05347 2.25768
H 2.90742 4.05742 3.61600
H 1.43790 4.86720 5.42612
H -0.79138 4.35005 5.60297
H -1.87746 2.70258 3.75000
H -2.49749 0.60879 3.67386
H -4.22385 -1.08746 2.92839
H -3.79971 -2.49030 0.51289
H -2.15867 -1.63854 -0.89481
```

Properties
SMILES	C(=N\N1CCOCC1)/c1nc(-c2ccccc2)n2ccccc12
highest occupied orbital energy	-6.653	eV
HOMO-LUMO gap	6.9	eV



Formula: C28H18F3N6O2PtS
Source: the Open Molecules 2025 dataset
Level of theory: wB97M-V/def2-TZVPD

Geometry as XYZ:
```
59
C28H18F3N6O2PtS | the Open Molecules 2025 dataset | wB97M-V/def2-TZVPD
Pt 0.16064 -0.49202 -0.14264
C -2.78831 -3.03219 -1.89301
C -2.75818 -4.15923 -1.08385
C -1.92763 -4.17047 0.02774
C -1.11825 -3.07900 0.28369
N -1.10446 -2.02093 -0.55640
C -1.94744 -1.97940 -1.59775
C -0.30323 -2.90464 1.49284
C -0.20121 -3.83432 2.51185
C 0.61891 -3.56651 3.60139
C 1.32862 -2.37606 3.64393
C 1.18562 -1.48469 2.59698
N 0.37424 -1.74086 1.56662
H -3.44933 -2.96116 -2.74526
H -3.39339 -5.00881 -1.29795
H -1.92654 -5.01889 0.69581
H -1.95196 -1.08224 -2.19382
H -0.73960 -4.76905 2.45887
H 0.71012 -4.28974 4.40112
H 1.98740 -2.13518 4.46630
H 1.72246 -0.54503 2.57422
F 4.73694 -0.35944 -4.05009
C 3.92061 -1.29793 -3.58985
F 4.35797 -1.67607 -2.37331
F 3.96159 -2.34537 -4.39716
C 2.50798 -0.75612 -3.48106
C 1.86543 -0.21406 -4.58802
C 0.57905 0.30056 -4.46910
C -0.04063 0.27450 -3.23690
N 0.58775 -0.25699 -2.17846
C 1.82368 -0.77324 -2.28262
S 2.24741 -1.37444 -0.67633
H 2.37271 -0.19341 -5.54588
H 0.06677 0.72466 -5.32101
H -1.02345 0.69787 -3.08082
O 0.77582 6.46377 1.42967
N -0.21197 5.95214 1.90242
O -1.05021 6.50483 2.55993
C -0.43726 4.48625 1.64879
C -1.57516 3.99140 2.17263
C -1.92163 2.61956 1.99441
C -3.08501 2.05282 2.55189
C -3.33279 0.71349 2.37495
C -2.43567 -0.04121 1.61646
N -1.35833 0.48655 1.05900
C -1.07419 1.79778 1.25354
C 0.15428 2.30648 0.73628
N 0.96812 1.43238 0.05376
C 2.09047 1.88287 -0.48275
C 2.48858 3.20995 -0.36745
C 1.71050 4.09919 0.32559
C 0.49221 3.66179 0.90361
H -2.22527 4.65071 2.73330
H -3.76148 2.67298 3.12700
H -4.20442 0.23599 2.79930
H -2.60818 -1.09792 1.45203
H 2.72287 1.17529 -0.99662
H 3.42175 3.51686 -0.81828
H 2.01470 5.12596 0.43044
```

Properties
highest occupied orbital energy	-17.949	eV
HOMO-LUMO gap	7.5	eV
charge	+3



Formula: C34H72NO16
Source: the Open Molecules 2025 dataset
Level of theory: wB97M-V/def2-TZVPD

Geometry as XYZ:
```
123
C34H72NO16 | the Open Molecules 2025 dataset | wB97M-V/def2-TZVPD
N -2.76377 69.95845 10.40372
H -1.95193 70.58163 10.62051
H -2.28364 69.06493 9.94901
H -3.38921 70.46640 9.78175
H -3.33501 69.47276 10.91774
O -5.59790 71.96729 4.67383
C -5.93884 72.08927 5.83206
O -7.26212 72.01698 6.25205
C -8.29743 71.59738 5.32104
C -9.62439 71.39084 6.06717
C -5.10724 72.55851 7.03070
H -8.05269 70.80751 4.76902
H -8.44284 72.43249 4.39061
H -9.86563 70.38178 6.37403
H -10.48068 71.88218 5.53182
H -9.60960 72.17413 7.05394
H -4.92117 71.91001 7.89265
H -5.54736 73.60085 7.37794
H -4.09432 72.75495 6.65498
O -2.39871 72.93045 9.63919
C -2.54644 74.11469 10.15072
O -1.59695 74.96740 10.17625
C -0.26856 74.69864 9.73460
C 0.72314 75.60247 10.33712
C -3.89113 74.55072 10.65159
H -0.15729 75.04272 8.73146
H -0.14647 73.69132 10.07039
H 0.47095 76.49764 9.99282
H 1.75687 75.25838 9.83388
H 1.04448 75.72219 11.41562
H -3.74254 75.26733 11.67227
H -4.35996 73.53282 10.78595
H -4.24626 75.14543 9.85349
O -4.58952 67.83464 9.48123
C -5.69458 67.54022 9.07980
O -6.31889 67.68453 7.92660
C -5.60841 68.37172 6.92566
C -6.44571 68.47414 5.63349
C -6.68100 66.91257 10.15459
H -4.69954 67.76777 6.78036
H -5.32974 69.31793 7.24540
H -7.33130 68.73085 6.25213
H -6.30995 67.48358 5.38661
H -6.01818 69.00019 4.84821
H -7.18034 67.74965 10.52898
H -6.05588 66.42434 10.73276
H -7.50028 66.29263 9.60907
O -5.58279 71.08610 10.31334
C -6.39830 70.63891 11.06538
O -7.71819 70.26666 10.68486
C -8.10819 70.26265 9.37060
C -9.46208 69.68291 9.46662
C -6.18578 70.55829 12.61603
H -7.42989 69.82940 8.41616
H -8.11148 71.22777 9.11956
H -9.37046 68.53650 9.56837
H -9.86756 69.76338 8.54471
H -10.31303 70.22490 10.30451
H -6.86747 69.90776 13.12828
H -6.06774 71.41523 13.02366
H -5.37020 69.95255 12.74162
O -2.84670 69.86698 7.46592
C -1.80516 70.07454 6.74852
O -1.73988 70.10062 5.40382
C -2.83556 69.99772 4.56452
C -2.43157 69.85315 3.14081
C -0.56068 70.64747 7.55645
H -3.40486 70.78516 4.82711
H -3.39891 69.05590 4.65617
H -1.86697 70.83482 2.67660
H -3.37687 69.68724 2.42998
H -1.56770 69.19627 3.27796
H -0.29779 71.72817 7.18113
H 0.21338 70.27669 6.98746
H -0.54600 70.46607 8.39898
O -0.54580 68.85992 12.08368
C 0.38896 68.72134 12.78061
O 0.34258 69.15096 14.12822
C -0.91666 69.49027 14.74160
C -0.60024 70.30667 16.05684
C 1.77945 68.28608 12.35621
H -1.57701 68.67208 14.65407
H -1.29119 70.44670 14.03474
H -0.24011 71.19162 15.62070
H 0.19862 69.70190 16.69062
H -1.53806 70.58913 16.47564
H 1.98125 67.42779 12.85978
H 2.68144 68.72308 12.69396
H 1.89372 68.12974 11.22231
O 0.67635 71.30557 10.41705
C 1.80907 71.05471 10.65625
O 2.53526 71.32553 11.82284
C 2.04429 72.13212 12.84240
C 3.12681 72.11203 14.01321
C 2.65519 70.53945 9.46267
H 0.98663 71.98165 13.15261
H 2.06925 73.11248 12.50861
H 2.67300 72.65009 14.82029
H 4.13028 72.44914 13.36604
H 3.16751 70.95373 14.38697
H 2.33118 69.51046 9.59559
H 3.78132 70.55605 9.59209
H 2.38534 70.71594 8.49231
C 0.60317 65.28284 8.36865
C -0.40635 66.41327 8.56974
O -0.05545 67.65188 9.09823
C -1.80657 66.25672 8.04066
H 1.71408 65.62956 8.52107
H 0.56063 64.77607 7.41532
H 0.46558 64.56366 9.17325
H -2.28402 65.34448 8.14719
H -1.85124 66.53072 7.03470
H -2.44033 66.84452 8.55010
C -3.48192 72.42435 15.45220
C -2.77418 72.66665 14.17105
O -2.92837 71.80125 13.05936
C -1.65898 73.71322 14.01771
H -3.80219 71.48457 15.66456
H -4.51313 72.95474 15.35858
H -2.97398 72.99237 16.30054
H -2.09651 74.83152 13.98440
H -1.13757 73.71554 13.11863
H -1.15741 73.73981 14.93094
```

Properties
highest occupied orbital energy	-12.077	eV
HOMO-LUMO gap	10.1	eV
charge	+1



Energy above the lowest of the compared OMol25 structures with the same formula, charge and spin list, top to bottom, in kcal/mol: 4.4; 109.8; 30.8; 0.0
Strongest force on any atom list, top to bottom, in eV Å⁻¹: 0.48; 5.04; 0.83; 18.65
DFT total energy list, top to bottom, in Ha: -3136.05223; -990.82520; -2372.94713; -2596.55588